#a
Formula: C8H6N2O2
Source: the Open Molecules 2025 dataset
Level of theory: ωB97M-V with the def2-TZVPD basis set

Calculated values
Total charge   0
LUMO level   -0.45 eV
Structure (SMILES)   CC(=O)c1nc2ncccc2o1
Frontier orbital gap   9.476 eV
Spin multiplicity   1

Bonds (Å) are listed after each position.
Positions of all 18 atoms, in Å:
1 C 0.152 -0.969 3.302  C2 1.391, H9 1.073, H10 1.282, H11 1.208
2 C -0.898 -0.850 2.397  C1 1.391, C3 1.552, O17 1.215
3 C -0.419 -0.326 1.017  C2 1.552, N15 1.260, O18 1.311
4 C 0.580 0.661 -0.529  C8 1.402, N15 1.416, N16 1.393
5 C 1.167 1.396 -2.621  C6 1.288, H12 1.257, N16 1.422
6 C 0.169 0.761 -3.130  C5 1.288, C7 1.415, H13 1.298
7 C -0.724 -0.070 -2.413  C6 1.415, C8 1.323, H14 0.996
8 C -0.488 -0.036 -1.112  C4 1.402, C7 1.323, O18 1.412
9 H 0.401 -0.031 3.760  C1 1.073
10 H -0.157 -1.408 4.466  C1 1.282
11 H 1.142 -1.606 3.028  C1 1.208
12 H 1.976 2.060 -3.318  C5 1.257
13 H -0.129 0.772 -4.393  C6 1.298
14 H -1.634 -0.429 -2.599  C7 0.996
15 N 0.572 0.437 0.869  C3 1.260, C4 1.416
16 N 1.483 1.454 -1.235  C4 1.393, C5 1.422
17 O -2.072 -1.129 2.540  C2 1.215
18 O -1.121 -0.686 -0.030  C3 1.311, C8 1.412

#b
Formula: C8H6N2O2
Source: the Open Molecules 2025 dataset
Level of theory: ωB97M-V with the def2-TZVPD basis set

Calculated values
Total charge   0
LUMO level   -0.28 eV
Structure (SMILES)   N#CC(=O)C/C=C\C(=O)C=C=N
Frontier orbital gap   9.018 eV
Spin multiplicity   1

Bonds (Å) are listed after each position.
Positions of all 18 atoms, in Å:
1 C 0.304 1.555 -2.132  C7 1.287, N9 1.209
2 C -2.721 0.593 1.656  C8 1.454, N10 1.146
3 C 1.122 -0.343 -0.189  C4 1.300, C5 1.469, H13 1.103
4 C 0.372 -1.166 0.483  C3 1.300, C6 1.488, H14 1.170
5 C 1.222 1.100 0.070  C3 1.469, C7 1.493, O11 1.210
6 C -0.585 -0.726 1.535  C4 1.488, C8 1.565, H15 1.121, H16 1.185
7 C 0.819 2.010 -1.042  C1 1.287, C5 1.493, H17 1.064
8 C -1.488 0.390 0.912  C2 1.454, C6 1.565, O12 1.192
9 N -0.066 1.092 -3.185  C1 1.209, H18 1.091
10 N -3.786 0.589 2.079  C2 1.146
11 O 1.500 1.453 1.194  C5 1.210
12 O -1.380 0.958 -0.130  C8 1.192
13 H 1.812 -0.761 -0.941  C3 1.103
14 H 0.306 -2.329 0.373  C4 1.170
15 H -1.388 -1.450 1.830  C6 1.121
16 H -0.106 -0.346 2.551  C6 1.185
17 H 1.237 2.988 -1.047  C7 1.064
18 H -1.045 1.163 -3.661  N9 1.091

Tell me which of them is the most stable. Sure, it is #a.

#a
Formula: C8H14O
Source: the Open Molecules 2025 dataset
Level of theory: ωB97M-V with the def2-TZVPD basis set

Calculated values
Total charge   0
LUMO level   0.92 eV
Structure (SMILES)   C#C[C@@H](C)OC(C)(C)C
Frontier orbital gap   10.703 eV
Spin multiplicity   1

Bonds (Å) are listed after each position.
Positions of all 23 atoms, in Å:
1 C -3.099 -1.574 -0.302  C2 1.180, H10 1.115
2 C -2.380 -0.647 -0.176  C1 1.180, C7 1.487
3 C -2.270 1.657 0.713  C7 1.506, H11 1.047, H12 1.069, H13 1.144
4 C 1.401 0.571 -0.947  C8 1.506, H14 1.195, H15 1.109, H16 1.106
5 C 1.896 -0.341 1.286  C8 1.582, H17 1.060, H18 1.093, H19 1.153
6 C 0.355 -1.694 -0.417  C8 1.591, H20 1.053, H21 1.146, H22 1.055
7 C -1.534 0.565 -0.018  C2 1.487, C3 1.506, O9 1.478, H23 1.131
8 C 0.802 -0.274 0.146  C4 1.506, C5 1.582, C6 1.591, O9 1.416
9 O -0.309 0.339 0.777  C7 1.478, C8 1.416
10 H -3.862 -2.362 -0.099  C1 1.115
11 H -1.597 2.133 1.359  C3 1.047
12 H -3.230 1.444 1.132  C3 1.069
13 H -2.725 2.275 -0.135  C3 1.144
14 H 2.193 1.237 -0.350  C4 1.195
15 H 2.077 0.084 -1.679  C4 1.109
16 H 0.653 1.210 -1.453  C4 1.106
17 H 2.444 0.519 1.580  C5 1.060
18 H 2.594 -1.123 0.978  C5 1.093
19 H 1.507 -0.679 2.318  C5 1.153
20 H -0.200 -2.167 0.342  C6 1.053
21 H -0.366 -1.405 -1.259  C6 1.146
22 H 1.227 -2.150 -0.799  C6 1.055
23 H -1.150 0.943 -1.013  C7 1.131

#b
Formula: C8H14O
Source: the Open Molecules 2025 dataset
Level of theory: ωB97M-V with the def2-TZVPD basis set

Calculated values
Total charge   0
LUMO level (spin up / spin down)   0.43 / 0.43 eV
Frontier orbital gap (spin up / spin down)   7.410 / 7.413 eV
Spin multiplicity   1

Bonds (Å) are listed after each position.
Positions of all 23 atoms, in Å:
1 C -0.295 -0.838 -0.629  C3 1.501, C4 1.507, O7 1.338
2 C -0.122 0.777 1.178  C5 1.501, C6 1.507, O7 1.364
3 C -1.436 -1.442 -1.393  C1 1.501, H11 1.089, H12 1.091, H13 1.097
4 C 1.000 -1.608 -0.687  C1 1.507, H14 1.084, H15 1.097, H16 1.091
5 C -1.110 1.403 2.120  C2 1.501, H17 1.090, H18 1.091, H19 1.101
6 C 1.294 0.629 1.674  C2 1.507, H20 1.090, H21 1.098, H22 1.090
7 O -0.705 -0.253 0.502  C1 1.338, C2 1.364
8 C 0.239 0.985 -1.551  C9 1.214, H10 1.203
9 C 0.522 1.252 -2.701  C8 1.214, H23 1.060
10 H 0.147 1.382 -0.419  C8 1.203
11 H -2.332 -0.833 -1.286  C3 1.089
12 H -1.174 -1.494 -2.451  C3 1.091
13 H -1.656 -2.460 -1.047  C3 1.097
14 H 1.807 -1.137 -0.137  C4 1.084
15 H 0.851 -2.616 -0.280  C4 1.097
16 H 1.301 -1.703 -1.731  C4 1.091
17 H -2.093 1.468 1.655  C5 1.090
18 H -0.781 2.406 2.396  C5 1.091
19 H -1.216 0.828 3.053  C5 1.101
20 H 2.027 0.644 0.866  C6 1.090
21 H 1.432 -0.298 2.246  C6 1.098
22 H 1.521 1.464 2.335  C6 1.090
23 H 0.780 1.445 -3.711  C9 1.060

#c
Formula: C8H14O
Source: the Open Molecules 2025 dataset
Level of theory: ωB97M-V with the def2-TZVPD basis set

Calculated values
Total charge   0
LUMO level   0.82 eV
Structure (SMILES)   C/C(C=O)=C(\C)C(C)C
Frontier orbital gap   10.154 eV
Spin multiplicity   1

Bonds (Å) are listed after each position.
Positions of all 23 atoms, in Å:
1 C -0.316 -0.751 0.989  C4 1.531, C5 1.540, C6 1.677, H10 1.099
2 C 2.122 -0.230 0.094  C6 1.506, H12 1.095, H13 1.096, H14 1.092
3 C 0.800 1.313 -2.291  C7 1.501, H15 1.094, H16 1.095, H17 1.095
4 C -1.773 -1.221 0.964  C1 1.531, H18 1.095, H19 1.093, H21 1.097
5 C -0.195 0.275 2.131  C1 1.540, H20 1.096, H22 1.096, H23 1.094
6 C 0.660 -0.225 -0.269  C1 1.677, C2 1.506, C7 1.335
7 C 0.138 0.339 -1.361  C3 1.501, C6 1.335, C8 1.509
8 C -1.364 0.230 -1.460  C7 1.509, O9 1.226, H11 1.099
9 O -2.063 1.174 -1.813  C8 1.226
10 H 0.248 -1.643 1.294  C1 1.099
11 H -1.729 -0.806 -1.478  C8 1.099
12 H 2.742 0.094 -0.749  C2 1.095
13 H 2.428 -1.248 0.361  C2 1.096
14 H 2.342 0.433 0.933  C2 1.092
15 H 1.230 0.781 -3.145  C3 1.094
16 H 0.088 2.043 -2.689  C3 1.095
17 H 1.581 1.895 -1.789  C3 1.095
18 H -2.473 -0.399 0.786  C4 1.095
19 H -1.922 -2.026 0.238  C4 1.093
20 H -0.672 1.220 1.846  C5 1.096
21 H -2.059 -1.621 1.944  C4 1.097
22 H -0.655 -0.100 3.052  C5 1.096
23 H 0.843 0.474 2.411  C5 1.094

Tell me which of them is the most stable. Sure, it is #c.

#a
Formula: C5H10Si
Source: the Open Molecules 2025 dataset
Level of theory: ωB97M-V with the def2-TZVPD basis set

Calculated values
Total charge   0
LUMO level   0.89 eV
Structure (SMILES)   CC1(C)C=C1[SiH3]
Frontier orbital gap   9.745 eV
Spin multiplicity   1

Bonds (Å) are listed after each position.
Positions of all 16 atoms, in Å:
1 C 0.208 -0.528 -1.390  C2 1.305, C3 1.521, H7 1.035
2 C 0.253 0.609 -0.752  C1 1.305, C3 1.546, Si6 1.832
3 C -0.325 -0.590 0.034  C1 1.521, C2 1.546, C4 1.524, C5 1.583
4 C -1.795 -0.514 0.430  C3 1.524, H8 1.147, H9 1.096, H10 1.102
5 C 0.536 -1.557 0.945  C3 1.583, H11 1.032, H12 1.133, H13 1.113
6 Si 1.065 2.240 -0.561  C2 1.832, H14 1.431, H15 1.458, H16 1.601
7 H 0.454 -1.104 -2.214  C1 1.035
8 H -1.913 0.138 1.366  C4 1.147
9 H -2.175 -1.513 0.669  C4 1.096
10 H -2.427 -0.024 -0.328  C4 1.102
11 H 0.163 -1.293 1.870  C5 1.032
12 H 1.580 -1.143 0.798  C5 1.133
13 H 0.172 -2.531 0.546  C5 1.113
14 H 0.825 3.312 -1.479  Si6 1.431
15 H 2.389 1.718 -0.879  Si6 1.458
16 H 0.990 2.781 0.944  Si6 1.601

#b
Formula: C5H10Si
Source: the Open Molecules 2025 dataset
Level of theory: ωB97M-V with the def2-TZVPD basis set

Calculated values
Total charge   0
LUMO level (spin up / spin down)   0.14 / 0.64 eV
Frontier orbital gap (spin up / spin down)   8.140 / 8.592 eV
Spin multiplicity   1

Bonds (Å) are listed after each position.
Positions of all 16 atoms, in Å:
1 C -1.473 -0.112 0.142  C2 1.302, Si6 1.806
2 C -2.605 -0.753 0.072  C1 1.302, H7 1.110, H8 1.145
3 C 0.821 -1.452 -0.196  C4 1.506, H9 1.063, H10 1.052
4 C 1.651 -0.340 0.391  C3 1.506, C5 1.530, H11 1.029, H12 1.088
5 C 1.257 0.960 -0.313  C4 1.530, Si6 1.987, H13 1.104, H14 1.062
6 Si -0.631 1.482 0.020  C1 1.806, C5 1.987, H15 1.373, H16 1.377
7 H -3.608 -0.301 0.219  C2 1.110
8 H -2.877 -1.824 -0.229  C2 1.145
9 H 0.611 -2.354 0.325  C3 1.063
10 H 0.870 -1.442 -1.247  C3 1.052
11 H 1.383 -0.373 1.384  C4 1.029
12 H 2.737 -0.400 0.349  C4 1.088
13 H 1.958 1.692 0.125  C5 1.104
14 H 1.544 0.925 -1.335  C5 1.062
15 H -0.932 2.331 -1.016  Si6 1.373
16 H -0.706 1.960 1.309  Si6 1.377

Tell me which of them is the most stable. Sure, it is #a.